Record 1
ORCA calculation (ωB97M-V/def2-TZVPD) on a molecular structure, C20H18AlCl3N5 in a non-equilibrium geometry.

Positions of all 47 atoms, in Å:
Al -0.007080 0.000145 -0.318430
C -0.112093 -1.408272 2.181929
N 0.012018 -0.000197 1.751379
C -1.139174 0.814934 2.191528
C -1.381430 1.916610 1.190907
C -2.085412 3.063032 1.495081
C -2.303708 4.008510 0.502342
C -1.796134 3.784920 -0.773682
C -1.102495 2.623253 -1.014203
N -0.897455 1.692335 -0.052033
C 1.299484 0.592725 2.168680
C 2.360612 0.243579 1.156024
C 3.709287 0.281884 1.442465
C 4.624353 -0.009577 0.440171
C 4.160067 -0.347553 -0.827118
C 2.804197 -0.369243 -1.049820
N 1.907835 -0.072957 -0.078623
C -0.958669 -2.160838 1.186706
C -1.596232 -3.345741 1.489844
C -2.319800 -3.998844 0.501397
C -2.397347 -3.436889 -0.769058
C -1.740785 -2.253672 -1.008789
N -1.023077 -1.619439 -0.051114
H -0.521168 -1.488182 3.190643
H 0.880006 -1.868468 2.202982
H -0.989961 1.216846 3.195220
H -2.033564 0.186339 2.229588
H -2.460409 3.222055 2.497807
H -2.854400 4.914608 0.719478
H -1.934245 4.506177 -1.566589
H -0.679152 2.414117 -1.985015
H 1.587469 0.270276 3.170843
H 1.202685 1.681823 2.199865
H 4.047036 0.534555 2.439188
H 5.687128 0.015860 0.643242
H 4.843142 -0.595771 -1.626964
H 2.399413 -0.640601 -2.013110
H -1.533524 -3.758164 2.488510
H -2.826921 -4.930186 0.717836
H -2.964682 -3.909813 -1.558002
H -1.785492 -1.773297 -1.974633
Cl 0.199858 -1.681420 -5.384243
C -0.010468 0.000706 -4.871175
Cl 1.343769 1.021989 -5.379820
Cl -1.570855 0.662135 -5.388147
C -0.018188 0.000089 -3.424356
N -0.024452 -0.000374 -2.278712

Forces on the atoms, in the same order (eV/Å):
0.01 0.00 0.87
0.04 -0.25 -0.04
0.00 0.00 -0.13
-0.24 0.09 -0.04
0.04 0.04 0.02
0.00 0.03 0.04
0.05 -0.05 -0.05
0.01 -0.01 0.01
-0.02 0.05 0.09
-0.06 0.05 -0.27
0.19 0.16 -0.04
0.02 -0.06 0.02
0.03 -0.02 0.04
-0.07 -0.02 -0.05
-0.01 -0.01 0.01
0.06 -0.01 0.09
0.07 0.02 -0.26
-0.06 0.02 0.01
-0.03 -0.01 0.04
0.02 0.06 -0.05
0.00 0.01 0.01
-0.04 -0.05 0.10
-0.02 -0.07 -0.27
-0.01 0.03 0.00
0.03 0.09 0.00
0.03 -0.01 0.00
0.06 -0.07 0.00
0.02 -0.04 0.01
0.00 0.00 0.02
0.01 -0.01 -0.01
-0.02 0.04 -0.04
-0.02 -0.02 0.00
-0.09 -0.02 0.01
-0.04 0.00 0.01
0.00 0.01 0.02
-0.01 0.00 -0.01
0.04 0.00 -0.04
0.02 0.03 0.01
0.01 0.00 0.02
0.00 0.01 -0.01
-0.02 -0.04 -0.04
-0.04 0.28 0.14
-0.02 0.00 -1.22
-0.23 -0.17 0.14
0.27 -0.11 0.13
0.00 0.00 0.66
0.01 0.00 0.06

Results
- charge = +3
- lowest unoccupied orbital energy (Eh) = -0.3372
- Kohn-Sham gap (hartree) = 0.3672
- HOMO level (eV) = -19.2
- strongest force on any atom (eV/A) = 1.2


Record 2
ORCA calculation (ωB97M-V/def2-TZVPD) on a molecular structure, C20H18BF2N4O6Re in a non-equilibrium geometry.

Positions of all 52 atoms, in Å:
Re 1.172264 0.017806 1.809360
N -0.120183 -1.418912 1.733456
C -0.697121 -2.425426 1.481277
N -1.365235 -3.451861 1.213581
C -0.700080 -4.789356 0.980753
C -0.610128 -4.986000 -0.526284
C -2.013729 -4.957302 -1.146079
C -2.783872 -3.673017 -0.797097
C -2.785004 -3.375502 0.701084
H -1.363441 -5.529665 1.426668
H 0.256235 -4.822471 1.495189
H -0.105532 -5.930864 -0.724144
H 0.002390 -4.183745 -0.952585
H -2.577807 -5.834642 -0.813519
H -1.930139 -5.031193 -2.227746
H -3.827784 -3.764750 -1.101272
H -2.359195 -2.817358 -1.332197
H -3.347466 -4.124009 1.254739
H -3.190021 -2.394373 0.929203
O 4.909743 1.466039 0.903505
C 3.820994 1.203848 0.563046
O 2.864532 0.649576 1.472866
C 3.204262 1.329684 -0.791004
C 2.236634 0.410218 -1.163573
C 1.409514 0.680547 -2.229322
C 1.588848 1.791086 -3.022945
C 2.639052 2.624265 -2.695125
C 3.436247 2.445727 -1.580218
N 2.868598 3.825418 -3.547632
O 3.919026 4.414794 -3.388710
O 1.977664 4.129213 -4.319060
N 0.210768 -0.175000 -2.417010
O -0.141111 -0.856655 -1.450885
O -0.389630 -0.092942 -3.456956
H 2.137343 -0.542713 -0.655810
H 0.936091 2.022046 -3.854568
H 4.205527 3.165942 -1.336865
F 2.124277 1.043097 4.476959
B 1.231434 0.222262 3.963373
F 0.418396 -0.502456 4.708420
C -0.022885 1.360843 1.684294
C -0.761906 2.521246 1.532947
C -2.165771 2.489213 1.373230
C -2.843274 3.668004 1.200462
C -2.141964 4.878284 1.192144
C -0.755531 4.925580 1.354786
C -0.057116 3.756952 1.526058
H -2.687762 1.537887 1.386519
H -3.917420 3.662197 1.075073
H -2.689269 5.805055 1.062474
H -0.236952 5.876342 1.354801
H 1.017490 3.757059 1.674355

Forces on the atoms, in the same order (eV/Å):
-1.01 1.99 0.35
0.05 -0.69 -0.22
-0.12 0.37 -0.06
-0.09 -0.40 -0.12
-0.14 0.03 -0.17
-0.24 0.22 0.03
0.01 0.06 0.10
0.21 -0.05 0.06
0.10 -0.07 -0.25
-0.01 0.05 0.12
0.04 0.17 0.02
-0.03 -0.03 -0.02
0.04 -0.09 0.00
0.04 0.05 0.02
-0.03 -0.04 -0.06
0.03 0.03 -0.05
0.00 -0.06 0.04
0.08 -0.06 0.14
0.07 0.08 0.06
-0.04 0.17 0.27
0.19 -0.21 -0.36
-0.10 -0.34 -0.39
-0.41 -0.02 0.26
-0.17 -0.14 0.07
-0.20 -0.23 0.07
-0.10 0.09 -0.23
0.07 0.24 -0.18
0.21 0.02 -0.07
0.02 0.56 -0.24
-0.50 -0.39 0.01
0.44 -0.31 0.41
-0.31 0.07 -0.09
0.35 0.11 -0.20
0.30 -0.07 0.29
-0.14 0.05 0.08
0.02 -0.02 0.00
0.00 0.05 0.01
-0.49 -0.39 -0.26
-0.03 0.17 0.66
0.34 0.36 -0.36
1.55 -1.52 0.28
0.16 0.35 -0.04
0.09 -0.34 0.03
-0.05 0.28 -0.02
-0.04 -0.02 0.00
-0.12 0.11 0.00
0.01 -0.30 0.03
0.05 0.12 0.00
0.02 0.03 0.01
0.02 -0.06 0.00
-0.05 -0.05 0.00
-0.08 0.03 -0.03

Results
- charge = +2
- lowest unoccupied orbital energy (Eh) = -0.3286
- Kohn-Sham gap (hartree) = 0.2553
- HOMO level (eV) = -15.9
- strongest force on any atom (eV/A) = 2.3
- relative energy (zero: lowest compared OMol25 entry of this formula, charge and spin) (kcal per mole) = 0.0


Record 3
ORCA calculation (ωB97M-V/def2-TZVPD) on a single C20H18Br2N2 molecule in a non-equilibrium geometry.

Positions of all 42 atoms, in Å:
C -2.068083 -2.867809 1.224241
C -2.425248 -1.717607 0.375209
C -2.640791 -1.705515 -1.011285
N -2.980469 -0.447538 -1.331052
C -3.257411 -0.103081 -2.763981
C -3.907117 -1.091361 -3.716780
C -5.174674 -1.499520 -3.565520
C -5.808580 -2.566449 -4.321000
C -7.192889 -2.836284 -4.132858
C -7.781652 -3.973895 -4.681779
C -7.003701 -4.823396 -5.492112
Br -7.801079 -6.372902 -6.221957
C -5.675128 -4.505025 -5.809269
C -5.093794 -3.367724 -5.248773
C -2.043764 0.593461 -3.425684
C -1.768282 1.898563 -3.024427
C -0.624295 2.577452 -3.479373
C 0.219223 1.942006 -4.403895
Br 1.852759 2.776718 -4.894276
C -0.071420 0.657537 -4.888965
C -1.216216 -0.004456 -4.394088
C -3.025586 0.300854 -0.177445
C -3.366835 1.725538 0.055163
N -2.662648 -0.463244 0.880543
H -1.791639 -3.696196 0.560273
H -1.235055 -2.557240 1.861387
H -2.950457 -3.105703 1.826506
H -2.558461 -2.443743 -1.808847
H -4.050856 0.657008 -2.433683
H -3.358471 -1.419500 -4.611864
H -5.850129 -0.932797 -2.918995
H -7.778660 -2.189930 -3.477672
H -8.820368 -4.218414 -4.475729
H -5.104502 -5.171273 -6.459370
H -4.037848 -3.162543 -5.442181
H -2.494798 2.466599 -2.445628
H -0.425005 3.605122 -3.178411
H 0.569015 0.213807 -5.654751
H -1.441270 -0.971613 -4.846542
H -3.426116 2.366491 -0.809971
H -4.326725 1.809969 0.565534
H -2.573742 2.126965 0.685976

Forces on the atoms, in the same order (eV/Å):
-0.01 0.17 -0.11
-0.52 0.60 -1.90
0.95 -1.25 1.74
-0.12 -0.18 -0.95
-1.17 2.83 0.56
-0.23 -0.28 0.73
0.22 0.91 -0.29
-0.91 -0.74 -1.22
0.95 -0.32 0.12
0.61 -0.19 -0.40
-0.01 0.91 0.25
0.06 -0.02 0.02
-0.37 0.07 0.18
-0.33 -0.21 0.77
-0.27 -0.18 0.19
0.71 0.69 -0.67
-0.27 -0.53 -0.50
-0.30 -0.52 0.59
-0.21 0.00 -0.10
-0.59 0.53 0.51
0.45 0.39 -0.19
0.70 -1.37 0.87
-0.06 0.26 -0.03
-0.47 0.27 -1.84
-0.02 -0.02 0.51
-0.11 -0.43 0.09
0.35 -0.32 0.13
0.02 0.08 0.56
0.82 -0.30 -1.73
0.01 -0.08 0.91
0.36 -0.43 0.43
0.16 -0.17 -0.14
0.20 0.06 -0.09
-0.18 0.30 0.18
-0.40 -0.12 0.02
0.36 -0.35 0.06
-0.02 -0.31 0.00
-0.27 0.04 0.36
0.06 0.19 0.43
-0.04 -0.07 -0.35
0.08 -0.02 0.18
-0.21 0.10 0.14

Results
- charge = 0
- lowest unoccupied orbital energy (Eh) = -0.0107
- Kohn-Sham gap (hartree) = 0.2810
- HOMO level (eV) = -7.9
- strongest force on any atom (eV/A) = 3.1


Record 4
ORCA calculation (ωB97M-V/def2-TZVPD) on a molecular structure, C20H18CdN8O8P2 in a non-equilibrium geometry.

Positions of all 57 atoms, in Å:
Cd -13.131558 -9.724905 0.184978
O -12.118827 -8.774999 3.750510
P -11.087173 -9.564053 2.832729
O -9.858915 -10.067500 3.468734
O -11.937564 -10.512072 1.975849
O -10.627445 -8.290532 1.800988
P -11.621914 -7.335543 0.981659
O -10.847497 -6.028647 0.630617
O -12.830775 -7.090766 1.860696
O -11.882364 -8.051997 -0.333230
H -12.515291 -8.083761 3.153086
H -11.167102 -5.230864 1.110800
C -14.603569 -10.049733 5.039383
N -14.925416 -10.349071 3.698235
C -14.642429 -9.499847 2.731617
N -14.878303 -10.140003 1.554792
C -15.177580 -11.415268 1.935865
N -15.239478 -11.581866 3.217805
C -13.493235 -10.761948 5.689070
C -13.176374 -10.533989 7.050350
C -12.037185 -11.086533 7.677056
C -11.324390 -12.036952 6.881422
C -11.692941 -12.323926 5.599512
C -12.800921 -11.698028 4.989211
C -10.985406 -13.404085 4.839853
N -10.173889 -14.251813 5.343027
N -9.964306 -15.220207 4.375792
C -10.741042 -14.844662 3.362730
O -11.387636 -13.722154 3.612403
C -10.950330 -15.630145 2.143131
C -10.406444 -16.910247 2.113834
C -10.695887 -17.663756 1.015416
C -11.257324 -17.150571 -0.147271
C -11.653943 -15.801981 -0.154457
C -12.308890 -15.158247 -1.391887
N -12.248930 -13.669569 -1.372837
C -13.126898 -12.768659 -0.860767
N -12.682248 -11.568345 -1.104106
C -11.569403 -11.716727 -1.821149
N -11.281349 -13.001785 -2.053477
C -11.531420 -15.064412 1.025854
H -15.511134 -10.185931 5.669742
H -14.398801 -8.989004 5.038301
H -14.417035 -8.432638 2.782986
H -15.407253 -12.196766 1.248366
H -13.717056 -9.820140 7.611731
H -11.745788 -10.734360 8.697017
H -10.480067 -12.508942 7.214891
H -13.012561 -11.865125 3.900866
H -9.854322 -17.308494 2.962076
H -10.445692 -18.720790 0.919897
H -11.395478 -17.731310 -0.989749
H -13.369350 -15.520408 -1.444002
H -11.828905 -15.384483 -2.366898
H -14.030633 -13.026484 -0.302345
H -10.993321 -10.866971 -2.218231
H -11.677188 -13.995004 1.068141

Forces on the atoms, in the same order (eV/Å):
0.59 -0.34 0.42
0.06 0.22 0.42
0.97 0.00 -0.99
-0.94 0.18 -0.01
0.03 0.38 -0.47
-0.16 0.10 0.12
-0.50 -1.50 1.13
0.22 1.50 0.33
0.14 0.04 -0.46
-0.59 -0.22 -0.42
0.16 0.25 0.32
0.34 -0.95 -0.37
-1.93 0.82 2.36
0.86 -0.09 -0.60
-1.42 -0.69 -2.15
0.75 0.59 0.31
-0.19 0.79 -0.18
-0.06 0.20 0.71
0.48 -0.86 1.06
1.49 -0.27 -0.17
-0.71 -0.31 -1.65
-1.52 1.93 0.83
-0.65 -0.53 -1.68
1.25 -0.54 -1.23
-0.94 1.47 2.02
0.78 -0.57 -0.03
-1.33 0.85 -1.32
1.81 -1.96 1.09
-0.72 0.57 -0.87
0.95 0.45 0.58
-0.65 -0.02 0.58
0.39 -1.51 -1.60
-0.45 2.59 1.77
-0.11 0.15 -0.22
0.00 0.09 -0.25
-1.22 0.44 -0.24
0.36 -1.90 0.35
-1.10 1.61 0.58
1.30 -1.06 -1.15
-0.12 0.78 0.68
0.40 -0.02 -0.56
0.35 0.08 -0.42
0.09 0.35 0.11
0.03 -0.59 0.23
-0.12 -0.30 -0.25
-0.75 0.73 0.39
-0.21 -0.71 -1.09
1.99 -1.07 1.13
0.33 0.00 1.36
-0.27 0.13 -0.13
0.30 0.22 0.51
-0.21 -1.25 -1.57
0.78 0.72 -0.04
-0.13 -0.31 0.81
0.58 0.01 -0.28
-0.27 -0.75 0.31
-0.50 0.07 -0.10

Results
- charge = 0
- lowest unoccupied orbital energy (Eh) = -0.0086
- Kohn-Sham gap (hartree) = 0.3028
- HOMO level (eV) = -8.5
- strongest force on any atom (eV/A) = 3.2
- relative energy (zero: lowest compared OMol25 entry of this formula, charge and spin) (kcal per mole) = 0.0